Record 1
# C9H42O12

12 unconnected molecules or ions with the total composition C9H42O12 at a distorted geometry (ωB97M-V/def2-TZVPD, OMol25).

Geometry as ORCA input:
```
! wB97M-V def2-TZVPD RIJCOSX def2/J DEFGRID3
* xyz 0 1
C 12.22 12.19 11.44
O 11.19 12.45 10.47
H 12.65 13.11 11.82
H 11.72 11.63 12.25
H 13.02 11.50 10.97
H 11.35 11.74 9.84
C 8.15 10.10 10.90
O 8.04 9.46 9.62
H 7.24 10.62 11.07
H 8.25 9.37 11.69
H 8.98 10.84 10.90
H 8.90 9.69 9.15
C 6.92 7.28 6.91
O 7.82 8.20 6.29
H 7.11 7.03 7.95
H 5.93 7.75 6.92
H 6.68 6.40 6.28
H 8.57 7.69 5.95
C 11.60 9.11 8.41
O 10.68 10.18 8.54
H 12.22 9.12 9.29
H 11.12 8.10 8.41
H 12.18 9.28 7.51
H 10.25 10.36 7.67
C 8.18 10.72 16.33
O 8.51 10.17 15.04
H 7.67 11.70 16.20
H 7.53 10.01 16.85
H 9.08 10.95 16.86
H 7.65 10.19 14.57
C 7.20 7.57 14.17
O 6.35 8.69 14.13
H 6.89 6.76 14.88
H 7.43 7.20 13.15
H 8.19 7.89 14.58
H 5.65 8.62 13.45
C 7.97 12.03 7.08
O 8.62 10.88 6.52
H 7.65 12.78 6.39
H 7.13 11.69 7.71
H 8.64 12.63 7.74
H 8.01 10.14 6.58
C 10.22 7.20 11.56
O 9.65 6.77 10.31
H 9.50 7.07 12.36
H 11.16 6.67 11.86
H 10.42 8.27 11.48
H 9.23 5.95 10.60
C 5.20 13.76 10.17
O 6.23 12.95 9.67
H 4.95 14.64 9.59
H 4.24 13.18 10.19
H 5.43 14.11 11.18
H 7.11 13.29 9.92
O 4.61 8.32 11.83
H 4.50 7.42 11.53
H 4.78 8.85 11.02
O 5.33 9.68 9.55
H 5.48 10.60 9.40
H 6.21 9.32 9.28
O 8.90 13.86 10.54
H 9.01 14.81 10.39
H 9.80 13.41 10.45
*
```

Values from the calculation:
orbital gap	10.1177	eV
E	-1270.83013	Eh
SMILES string	CO.CO.CO.CO.CO.CO.CO.CO.CO.O.O.O
E_HOMO	-9.6354	eV
molar mass	342.4	g/mol

Löwdin population analysis, charges in e, atoms 1 to 6: atom 1 (C): -0.109, atom 2 (O): -0.162, atom 3 (H): 0.074, atom 4 (H): 0.085, atom 5 (H): 0.110, atom 6 (H): 0.046

=====

Record 2
# C9H52NO18

18 unconnected molecules or ions with the total composition C9H52NO18 at a distorted geometry (ωB97M-V/def2-TZVPD, OMol25).

Geometry as ORCA input:
```
! wB97M-V def2-TZVPD RIJCOSX def2/J DEFGRID3
* xyz -1 1
C -0.69 -0.50 -1.39
C -0.23 0.10 -0.10
C -0.94 -0.54 1.12
C -0.38 -1.83 1.63
C 1.15 -1.60 1.99
C 1.99 -1.15 0.74
N 1.28 -0.03 0.12
O 2.06 0.70 -0.86
C 2.16 -2.45 -0.11
C 3.36 -0.70 1.37
C -0.61 1.54 -0.22
H -0.47 -1.57 -1.37
H -0.20 -0.13 -2.29
H -1.76 -0.45 -1.58
H -1.91 -0.77 0.68
H -1.19 0.22 1.86
H -0.41 -2.60 0.85
H -0.86 -2.33 2.47
H 1.47 -2.58 2.35
H 1.25 -0.86 2.78
H 2.92 -3.11 0.32
H 2.55 -2.36 -1.13
H 1.31 -3.13 -0.09
H 4.08 -0.50 0.58
H 3.91 -1.45 1.95
H 3.40 0.19 2.00
H -0.26 1.94 0.74
H -1.66 1.83 -0.22
H -0.20 2.04 -1.09
O 9.44 -0.10 -0.66
H 10.13 0.55 -0.78
H 8.65 0.41 -0.50
O -3.02 -0.11 -6.94
H -2.62 -0.60 -6.23
H -2.67 0.77 -6.86
O -1.14 3.34 -5.45
H -0.40 2.73 -5.55
H -1.08 3.64 -4.55
O 7.53 3.45 0.01
H 7.33 4.17 -0.59
H 6.67 3.12 0.29
O 2.09 1.04 -5.25
H 2.81 1.65 -5.34
H 2.04 0.85 -4.32
O 2.35 5.77 -3.86
H 2.75 4.93 -3.63
H 2.55 5.88 -4.79
O -7.14 1.38 1.22
H -7.00 0.60 1.75
H -7.98 1.72 1.51
O 2.70 5.01 0.54
H 2.09 5.12 -0.20
H 2.76 4.06 0.65
O -5.64 -2.06 3.02
H -5.40 -2.87 2.57
H -5.59 -2.28 3.95
O -5.42 4.35 3.30
H -5.56 3.60 2.72
H -5.91 4.14 4.09
O -2.46 1.68 6.48
H -1.58 1.38 6.71
H -2.34 2.59 6.21
O 1.16 2.39 4.18
H 1.08 1.50 3.85
H 0.79 2.94 3.48
O -4.44 -5.90 2.81
H -5.10 -6.54 3.06
H -3.78 -6.40 2.33
O -2.83 -5.27 -3.79
H -2.03 -5.01 -3.34
H -3.53 -5.02 -3.19
O 7.02 -2.09 -3.77
H 7.70 -2.13 -3.10
H 6.20 -2.20 -3.28
O -1.21 -6.05 6.36
H -1.85 -6.16 5.66
H -0.37 -6.28 5.95
O -6.17 1.24 -3.57
H -6.45 0.94 -2.71
H -6.24 2.19 -3.54
*
```

Values from the calculation:
orbital gap	3.6464	eV
E	-1783.05540	Eh
E_HOMO	-2.2174	eV
molar mass	462.5	g/mol

Löwdin population analysis, charges in e, atoms 1 to 6: atom 1 (C): -0.074, atom 2 (C): -0.531, atom 3 (C): -0.153, atom 4 (C): -0.179, atom 5 (C): -0.143, atom 6 (C): -0.488

=====

Record 3
# C9H54NO19

A molecular structure, C9H54NO19 at a distorted geometry (ωB97M-V/def2-TZVPD, OMol25).

Geometry as ORCA input:
```
! wB97M-V def2-TZVPD RIJCOSX def2/J DEFGRID3
* xyz -1 1
C -0.87 1.30 3.06
C -1.09 1.20 1.55
C -0.33 2.41 0.94
C -0.22 2.39 -0.56
C 0.36 1.04 -1.04
C -0.32 -0.22 -0.44
N -0.59 -0.06 1.02
O -1.18 -1.22 1.52
C 0.81 -1.26 -0.58
C -1.58 -0.58 -1.21
C -2.57 1.43 1.21
H 0.20 1.28 3.27
H -1.25 0.38 3.52
H -1.43 2.13 3.49
H 0.68 2.52 1.35
H -0.85 3.35 1.16
H 0.44 3.14 -1.00
H -1.20 2.53 -1.03
H 1.45 1.08 -0.96
H 0.14 0.99 -2.11
H 1.13 -1.33 -1.62
H 0.46 -2.20 -0.17
H 1.61 -1.04 0.12
H -2.32 0.18 -1.46
H -2.07 -1.42 -0.71
H -1.26 -0.96 -2.19
H -2.95 2.32 1.74
H -3.18 0.56 1.44
H -2.62 1.59 0.13
O -4.24 1.18 4.10
H -3.66 1.56 4.77
H -4.47 1.91 3.52
O 4.30 -0.88 0.28
H 4.53 -1.31 1.12
H 3.70 -1.51 -0.16
O -3.30 -1.51 3.87
H -2.67 -1.45 3.13
H -3.53 -0.59 4.05
O 1.59 0.26 -5.10
H 1.74 1.21 -5.03
H 1.41 0.10 -6.03
O 2.23 0.25 2.09
H 1.38 0.35 1.62
H 2.90 0.19 1.38
O 1.15 -2.05 3.15
H 1.61 -1.19 3.01
H 0.38 -2.01 2.56
O -0.92 -4.07 -0.91
H -0.42 -3.29 -0.64
H -1.52 -4.22 -0.16
O 0.44 -3.93 -3.32
H 1.25 -4.30 -2.95
H -0.24 -4.08 -2.61
O -2.81 -3.66 1.40
H -2.24 -2.86 1.40
H -3.68 -3.34 1.67
O -2.32 0.32 -5.64
H -1.69 -0.27 -5.19
H -3.06 -0.25 -5.85
O 4.31 3.48 1.47
H 3.64 3.19 2.11
H 4.23 2.87 0.72
O -1.75 6.21 0.85
H -2.69 6.05 0.99
H -1.32 5.41 1.18
O -5.03 -1.11 0.01
H -5.73 -1.21 0.66
H -4.23 -0.94 0.53
O 4.37 1.73 -0.75
H 4.42 0.76 -0.71
H 4.53 1.96 -1.68
O -0.39 -1.72 -4.84
H 0.19 -0.94 -4.76
H -0.22 -2.31 -4.07
O 2.39 1.59 4.90
H 1.61 1.38 5.42
H 2.44 0.89 4.23
O 3.41 -1.29 -3.73
H 4.26 -0.90 -3.96
H 2.74 -0.72 -4.16
O 3.61 -2.15 -1.16
H 3.45 -1.92 -2.11
H 4.52 -2.45 -1.12
*
```

Values from the calculation:
orbital gap	5.0418	eV
E	-1859.61465	Eh
E_HOMO	-3.7310	eV
molar mass	480.5	g/mol

Löwdin population analysis, charges in e, atoms 1 to 6: atom 1 (C): -0.025, atom 2 (C): -0.500, atom 3 (C): -0.141, atom 4 (C): -0.181, atom 5 (C): -0.126, atom 6 (C): -0.467

=====

Record 4
# C9H5Cl20N

A molecular structure, C9H5Cl20N at a distorted geometry (ωB97M-V/def2-TZVPD, OMol25).

Geometry as ORCA input:
```
! wB97M-V def2-TZVPD RIJCOSX def2/J DEFGRID3
* xyz -1 2
N -10.72 17.04 -19.07
C -10.80 17.11 -20.44
C -9.99 16.16 -20.98
C -9.16 15.74 -19.88
C -9.59 16.34 -18.73
H -11.22 17.70 -18.49
H -11.52 17.74 -20.95
H -9.89 15.92 -22.03
H -8.36 15.01 -19.85
H -9.15 16.28 -17.75
C -14.72 15.94 -22.73
Cl -13.86 17.48 -22.34
Cl -16.36 16.26 -23.21
Cl -13.85 14.94 -23.86
Cl -14.76 15.02 -21.21
C -11.05 12.66 -18.95
Cl -9.80 12.91 -17.71
Cl -11.79 11.02 -18.89
Cl -12.29 13.94 -19.02
Cl -10.19 12.72 -20.46
C -12.39 16.46 -14.98
Cl -12.98 18.02 -14.45
Cl -10.65 16.60 -15.52
Cl -12.56 15.29 -13.66
Cl -13.38 15.98 -16.40
C -13.86 19.76 -18.80
Cl -14.50 18.13 -19.22
Cl -12.30 19.65 -17.87
Cl -13.47 20.73 -20.27
Cl -15.02 20.65 -17.88
C -8.99 15.74 -24.99
Cl -9.13 15.80 -26.66
Cl -7.39 15.07 -24.57
Cl -9.19 17.34 -24.46
Cl -10.34 14.84 -24.26
*
```

Values from the calculation:
orbital gap (alpha / beta)	2.7858 / 7.5108	eV
E	-9604.44943	Eh
⟨S²⟩	0.75
E_HOMO (alpha / beta)	-0.8499 / -5.5784	eV
molar mass	836.2	g/mol

Löwdin population analysis, charges in e, atoms 1 to 6: atom 1 (N): 0.015, atom 2 (C): -0.155, atom 3 (C): -0.136, atom 4 (C): -0.186, atom 5 (C): -0.195, atom 6 (H): 0.010

=====

Record 5
# C9H5Cl2N3

2 unconnected molecules or ions with the total composition C9H5Cl2N3 at a distorted geometry (ωB97M-V/def2-TZVPD, OMol25).

Geometry as ORCA input:
```
! wB97M-V def2-TZVPD RIJCOSX def2/J DEFGRID3
* xyz 0 1
Cl 2.94 1.09 1.51
C 1.69 -0.08 1.09
N 1.56 -1.03 1.98
N 0.70 -1.97 1.67
C -0.04 -1.93 0.60
Cl -1.04 -3.36 0.41
C -0.16 -0.81 -0.33
C -1.10 -0.71 -1.34
C -1.02 0.40 -2.17
C 0.12 1.33 -2.02
C 0.99 1.28 -0.96
C 0.85 0.15 -0.13
H -1.93 -1.38 -1.61
H -1.76 0.44 -3.08
H 0.32 2.12 -2.65
H 1.48 2.16 -0.79
C -1.23 0.85 2.73
N -1.76 1.28 1.84
H -0.60 0.18 3.27
*
```

Values from the calculation:
orbital gap	8.8601	eV
E	-1430.53192	Eh
SMILES string	Clc1nnc(Cl)c2ccccc12.C#N
E_HOMO	-9.4787	eV
molar mass	226.1	g/mol

Löwdin population analysis, charges in e, atoms 1 to 6: atom 1 (Cl): 0.665, atom 2 (C): -0.616, atom 3 (N): -0.018, atom 4 (N): -0.031, atom 5 (C): -0.629, atom 6 (Cl): 0.669